Record 1
ORCA calculation (ωB97M-V/def2-TZVPD) on a structure of composition C42H38CaN4O2P2S2.

Charge: -2
LUMO energy (alpha / beta): 4.30 / 4.30 eV
Energy above the lowest of the compared OMol25 structures with the same formula, charge and spin: 0.0 kcal/mol
Multiplicity: 1

```
91
Properties=species:S:1:pos:R:3:forces:R:3
Ca -1.449 1.783 -0.883 -0.7 -0.1 0.5
S -3.146 0.055 0.545 0.2 -0.1 0.1
S 0.119 2.770 1.351 0.0 0.0 0.0
P -1.469 -1.065 0.848 0.1 0.1 -0.2
P 0.737 0.884 1.627 0.0 0.2 0.0
O -2.525 3.633 -1.401 0.0 0.3 -0.3
O 0.197 0.206 -0.927 0.2 -0.2 -0.2
N 1.446 1.992 -1.980 0.1 0.1 0.0
N -4.022 2.034 -3.346 0.1 -0.1 0.1
N -2.323 0.482 -3.020 -0.2 0.3 0.1
N 0.340 2.754 -1.955 -0.1 -0.3 0.3
C 3.763 0.403 -2.144 0.0 -0.1 0.0
C -1.955 4.772 -1.700 0.2 -0.1 0.0
C -3.530 0.766 -3.526 0.0 -0.1 0.0
C 1.824 4.607 -2.477 0.1 -0.1 0.0
C -0.497 -2.795 2.781 0.1 0.0 0.0
C 1.030 -0.836 5.345 0.0 0.0 0.0
C 4.702 1.915 1.391 0.0 0.0 0.0
C 4.842 -0.429 -2.353 0.0 0.0 0.0
C 4.742 -1.815 -2.192 0.0 0.0 0.0
C 1.245 -0.550 4.005 -0.1 0.1 0.0
C -0.767 0.755 5.408 0.0 0.0 0.0
C -2.427 -1.708 -3.973 0.1 -0.1 0.0
C -1.883 -4.871 -1.768 0.0 0.0 0.0
C -0.644 -4.502 -1.265 0.0 0.0 0.0
C -2.508 -1.562 3.379 0.0 0.0 0.0
C 5.338 0.684 1.310 0.1 0.0 0.0
C 2.417 -1.522 -1.593 -0.1 0.1 0.0
C 2.502 -0.118 -1.734 0.0 0.1 0.0
C 3.504 -2.342 -1.821 0.0 -0.1 0.0
C -1.792 -0.721 -3.248 0.0 0.0 0.0
C -4.258 -0.192 -4.256 0.0 0.1 0.0
C 3.201 -0.412 1.364 0.1 0.0 -0.1
C 0.464 4.038 -2.184 0.1 0.1 -0.2
C -2.581 -2.270 4.553 0.0 0.0 0.0
C -0.512 -3.336 -0.521 0.0 -0.1 0.0
C -1.457 -1.789 2.444 0.0 -0.1 0.1
C -2.850 -2.895 -0.784 0.0 0.0 -0.1
C -3.695 -1.428 -4.470 0.0 -0.1 0.0
C 0.444 0.396 3.349 0.0 -0.1 0.1
C 0.097 -0.304 0.494 0.2 0.1 -0.3
C 1.397 0.753 -1.500 0.0 -0.3 0.1
C 4.584 -0.481 1.291 0.0 0.0 0.0
C 0.027 -0.193 6.052 0.0 0.0 0.0
C -2.861 5.992 -1.592 0.0 0.0 -0.1
C -0.593 -3.498 3.960 0.0 0.0 0.0
C -1.623 -3.253 4.881 0.0 0.0 0.0
C -2.988 -4.066 -1.514 0.0 0.0 0.0
C -0.648 4.960 -2.080 0.0 0.1 0.0
C 3.317 1.985 1.467 0.0 0.0 0.0
C -1.605 -2.505 -0.292 -0.1 0.1 0.0
C -0.553 1.055 4.074 0.1 -0.1 0.0
C 2.557 0.821 1.459 0.0 0.0 0.1
H -3.546 2.649 -2.679 0.1 0.0 0.0
H 1.764 5.664 -2.740 0.0 0.0 0.0
H -3.253 -0.810 3.151 0.0 0.0 0.0
H -1.957 -2.673 -4.098 0.0 0.0 0.0
H 5.597 -2.461 -2.359 0.0 0.0 0.0
H -1.163 1.793 3.571 0.0 0.0 0.0
H 5.068 -1.444 1.181 0.0 0.0 0.0
H 3.384 -3.417 -1.708 0.0 0.0 0.0
H -0.372 5.993 -2.270 0.0 0.0 0.0
H -3.963 -4.343 -1.900 0.0 0.0 0.0
H 2.811 2.941 1.506 0.0 0.0 0.0
H -1.989 -5.781 -2.348 0.0 0.0 0.0
H 0.227 -5.123 -1.443 0.0 0.0 0.0
H 1.460 -1.940 -1.328 0.0 -0.1 0.0
H -3.781 5.695 -1.088 0.0 0.0 0.0
H 5.792 0.010 -2.645 0.0 0.0 0.0
H -4.244 -2.182 -5.024 0.0 0.0 0.0
H 0.165 -4.245 4.182 0.0 0.0 0.0
H -2.391 6.797 -1.022 0.0 0.0 0.0
H 2.310 4.050 -3.285 0.0 0.0 0.0
H -3.387 -2.048 5.246 0.0 0.0 0.0
H -5.239 0.058 -4.641 0.0 0.0 0.0
H 3.860 1.473 -2.267 0.0 0.0 0.0
H 2.474 4.489 -1.601 0.0 0.0 0.0
H 2.034 -1.064 3.476 0.0 0.0 0.0
H -0.145 -0.435 7.095 0.0 0.0 0.0
H 0.445 -3.069 -0.097 0.1 0.0 0.0
H -0.819 -0.888 -2.800 0.0 0.0 0.0
H -5.021 2.126 -3.364 -0.1 0.0 0.0
H -3.705 -2.255 -0.605 0.0 0.0 0.0
H 2.606 -1.316 1.303 0.0 0.0 0.0
H 0.329 -3.002 2.107 -0.1 0.0 0.1
H -3.121 6.392 -2.578 0.0 0.0 0.0
H 5.284 2.830 1.380 0.0 0.0 0.0
H -1.686 -3.807 5.811 0.0 0.0 0.0
H -1.562 1.260 5.945 0.0 0.0 0.0
H 6.419 0.633 1.232 0.0 0.0 0.0
H 1.641 -1.589 5.829 0.0 0.0 0.0
```
Positions in Å, forces in eV/Å.

=====

Record 2
ORCA calculation (ωB97M-V/def2-TZVPD) on a structure of composition C42H38Cl2NO6RuSSb2 in a non-equilibrium geometry.

Charge: -1
LUMO energy (alpha / beta): 0.54 / 0.53 eV
Multiplicity: 1

```
93
Properties=species:S:1:pos:R:3:forces:R:3
Sb 1.705 1.067 -1.161 1.0 -0.7 -1.3
Sb 0.533 -1.743 0.632 0.8 -1.2 0.9
Ru 1.552 0.947 1.627 -1.0 -0.5 0.3
Cl -1.735 -0.994 -1.547 -0.3 0.0 -0.4
Cl -6.015 0.040 1.627 -0.1 -0.3 0.2
S 2.323 3.306 1.007 1.6 1.8 -0.2
O 3.210 2.068 1.055 0.0 -0.1 0.6
O -0.294 0.557 2.667 0.7 -0.1 0.1
O 1.369 3.161 2.126 -0.6 -1.0 1.1
O 1.564 3.256 -0.262 -0.5 -0.2 -0.6
O -0.737 1.294 0.636 0.4 0.8 -0.2
O 3.107 4.501 1.088 0.2 0.2 0.1
N -3.295 0.596 0.371 0.6 -0.2 0.2
C -3.940 -2.548 -1.406 0.0 0.1 0.0
C -2.855 -5.358 1.179 -0.1 -0.1 0.0
C -0.676 -4.700 0.417 0.1 0.0 -0.1
C 2.594 -1.974 -1.779 0.1 0.1 0.0
C 2.014 -0.769 -2.492 -0.3 0.6 0.5
C -3.054 -4.088 1.690 -0.2 0.0 0.1
C -3.338 -1.379 -0.990 -0.2 0.0 0.2
C 3.073 -1.566 2.410 0.6 -1.9 -0.5
C 0.563 2.837 -5.055 0.0 0.1 -0.2
C 4.039 -2.171 3.376 -0.3 0.3 -0.5
C 3.680 1.770 -1.618 -0.2 -0.2 0.1
C -5.859 -2.029 -0.074 0.0 0.0 -0.1
C 4.780 1.031 -1.200 -0.1 -0.1 -0.1
C -0.618 3.514 -4.798 0.0 0.0 0.0
C 2.523 -3.946 3.944 -0.5 0.3 -0.5
C -0.926 1.306 1.873 -1.5 -0.1 0.1
C 3.882 3.026 -2.165 -0.1 -0.1 0.0
C -2.078 -3.122 1.528 0.1 0.2 0.2
C 1.204 2.145 -4.042 0.1 -0.3 0.1
C -4.933 2.362 0.044 0.2 0.0 -0.1
C -1.664 -5.661 0.541 0.0 -0.2 -0.1
C 5.166 3.515 -2.341 0.1 0.1 -0.1
C 1.580 -2.788 -1.003 0.0 0.2 0.2
C -0.878 -3.416 0.896 0.2 0.5 0.0
C -3.966 -0.495 -0.085 -0.3 -0.3 0.0
C -0.518 2.791 -2.509 0.0 0.0 0.2
C -5.234 -0.884 0.381 0.1 0.1 -0.1
C 0.666 2.112 -2.762 -0.1 -0.3 0.6
C 1.890 -2.446 2.156 0.0 0.9 -0.8
C 6.063 1.518 -1.376 0.1 -0.2 0.0
C -1.977 2.223 2.465 0.2 -0.2 -0.1
C 2.622 -0.209 2.996 -0.2 2.2 -0.6
C 1.624 -3.518 2.958 0.1 -0.7 0.6
C -5.215 -2.863 -0.969 0.0 0.0 0.0
C -3.098 2.689 1.578 0.1 0.0 -0.1
C -5.370 3.652 0.269 0.0 0.1 0.0
C -4.639 4.496 1.089 -0.1 0.0 0.1
C -1.153 3.496 -3.521 -0.1 0.1 0.0
C -3.518 4.004 1.731 -0.1 0.0 -0.1
C 3.744 -3.272 4.110 0.3 0.0 0.4
C -3.792 1.866 0.677 -0.3 0.7 0.0
C 6.261 2.755 -1.965 0.1 0.1 -0.1
H 0.266 -4.946 -0.048 0.1 -0.1 -0.2
H 4.457 -3.651 4.832 0.0 0.1 0.0
H -3.972 -3.849 2.209 -0.1 0.1 0.0
H -2.296 0.606 0.159 -0.1 0.1 0.1
H -4.948 5.520 1.243 0.0 0.1 0.0
H 0.714 -4.087 2.811 0.0 0.0 0.0
H 2.683 -0.451 -3.287 0.1 0.2 -0.1
H -5.698 -3.766 -1.303 0.0 -0.1 -0.1
H -2.950 4.652 2.384 0.1 0.1 0.1
H -6.840 -2.268 0.302 -0.1 0.0 0.1
H 6.908 0.932 -1.035 0.1 0.0 0.0
H 3.056 -2.635 -2.526 0.1 0.0 0.1
H -1.402 3.095 2.795 -0.1 -0.1 0.1
H 3.396 -1.652 -1.105 0.1 -0.1 0.0
H 4.629 0.081 -0.696 0.1 0.0 0.0
H 2.132 1.627 -4.248 0.1 0.0 0.0
H -3.623 -6.113 1.271 -0.1 0.0 0.0
H 2.283 -4.810 4.545 0.0 -0.1 0.1
H -5.477 1.721 -0.636 0.0 0.0 -0.1
H 3.509 0.399 3.222 0.0 -0.4 0.1
H 2.076 -3.652 -0.559 -0.2 -0.1 0.1
H -1.516 -6.652 0.134 0.1 -0.1 0.0
H -2.236 -2.121 1.914 -0.1 0.1 0.1
H 1.053 -1.002 -2.947 -0.2 -0.1 -0.1
H -1.111 4.061 -5.591 0.0 0.0 0.0
H -2.064 4.042 -3.316 -0.1 0.0 0.1
H 0.795 -3.141 -1.670 -0.1 0.0 0.0
H 0.991 2.862 -6.048 0.0 0.0 -0.1
H 4.976 -1.646 3.505 0.1 0.0 0.1
H 2.052 -0.377 3.922 -0.1 0.1 -0.3
H -0.926 2.782 -1.506 -0.1 0.1 0.0
H 3.022 3.631 -2.417 0.0 0.1 0.0
H 7.266 3.131 -2.119 0.0 0.0 0.1
H -3.410 -3.212 -2.069 0.1 0.0 -0.1
H 3.600 -1.323 1.468 -0.2 0.0 0.4
H 5.304 4.503 -2.760 0.0 0.1 0.0
H -6.270 4.009 -0.210 -0.1 0.0 -0.1
H -2.384 1.734 3.356 0.1 0.0 0.0
```
Positions in Å, forces in eV/Å.